The following is a quantum chemistry calculation of a 5-piece molecular cluster, C25H36BCl2NO8 overall in a non-equilibrium geometry, from OMol25.

Calculated values
Multiplicity = 1
HOMO = -9.1 eV
SMILES string = CCOB(O)c1ccc(/C(Cl)=C(\C)Cl)c2c1C(=O)NC2=O.CC(C)=O.CC(C)=O.CC(C)=O.CC(C)=O

XYZ file:
```
73
Properties=species:S:1:pos:R:3:forces:R:3:mulliken_charge:R:1
C 6.900 1.048 -1.589 -0.706 -0.666 -0.291 -1.01
C 5.382 1.206 -1.009 1.924 -1.370 -0.282 0.18
O 4.850 2.538 -1.232 -2.090 -0.467 2.110 -0.53
B 3.620 2.754 -0.477 0.608 1.108 -0.910 0.70
O 3.145 4.085 -0.191 1.836 -2.177 -0.669 -0.55
C 2.762 1.451 -0.001 -1.885 -2.009 0.664 0.18
C 2.982 0.839 1.426 -2.986 -1.827 -3.006 -0.62
C 2.169 -0.426 1.822 -0.086 2.128 -3.186 -0.06
C 1.160 -1.043 0.787 0.458 1.595 -0.303 0.30
C 0.359 -2.368 1.174 1.887 -2.259 -1.165 -0.18
Cl -1.251 -2.323 2.014 1.931 0.165 -1.030 -0.16
C 0.969 -3.597 0.785 -0.173 2.643 0.359 0.21
C 2.407 -3.552 0.051 -0.025 0.002 0.447 -0.86
Cl 0.243 -5.237 1.071 0.750 2.026 -0.263 -0.19
C 0.935 -0.415 -0.602 2.485 1.325 2.202 0.35
C 1.744 0.850 -0.992 0.345 -1.857 2.932 -0.05
C 1.295 1.273 -2.456 0.087 0.429 0.316 0.08
O 1.626 2.225 -3.189 -1.076 -3.197 2.659 -0.54
N 0.289 0.263 -2.802 -1.034 0.388 0.616 -0.10
C 0.008 -0.827 -1.828 0.214 -0.261 0.378 0.19
O -0.746 -1.800 -2.011 2.571 3.665 0.661 -0.55
H 7.216 1.931 -2.237 -0.378 -1.063 1.140 0.27
H 6.929 0.114 -2.271 -0.055 1.515 1.055 0.28
H 7.612 0.823 -0.727 -0.797 0.684 -1.263 0.28
H 4.779 0.377 -1.543 0.510 1.572 1.071 0.10
H 5.479 0.982 0.121 -0.537 0.296 -1.839 0.14
H 3.839 4.752 -0.404 -0.713 -0.712 0.033 0.31
H 3.743 1.360 2.099 -1.324 -1.046 -0.891 0.41
H 2.336 -0.879 2.858 -0.441 0.526 -1.870 0.33
H 2.311 -3.081 -1.000 0.071 -0.908 1.678 0.25
H 3.141 -2.902 0.663 -1.369 -0.933 -0.906 0.22
H 2.898 -4.587 -0.010 -1.085 1.456 -0.026 0.36
H -0.596 0.713 -3.119 0.978 -0.658 -0.479 0.26
C -4.549 -2.855 -0.092 0.354 -0.101 0.241 -0.93
C -5.429 -2.618 1.106 0.269 -0.100 0.672 0.87
C -6.863 -2.241 0.849 -0.106 0.029 0.391 -1.08
O -4.997 -2.727 2.240 -0.190 0.097 -0.528 -0.57
H -3.544 -3.118 0.243 -0.132 0.052 -0.050 0.15
H -4.946 -3.679 -0.688 -0.058 0.177 -0.144 0.39
H -4.490 -1.946 -0.695 -0.110 -0.128 -0.157 0.26
H -7.364 -3.038 0.295 0.021 0.149 -0.165 0.41
H -6.906 -1.305 0.288 -0.102 -0.124 -0.146 0.22
H -7.377 -2.101 1.802 0.082 -0.002 -0.126 0.27
C -2.899 5.231 -4.026 -0.358 -0.261 0.044 -1.09
C -1.896 4.153 -4.338 -0.073 -0.666 -0.060 0.84
C -0.476 4.580 -4.594 0.119 -0.411 -0.114 -0.97
O -2.221 2.979 -4.381 0.134 0.493 0.130 -0.57
H -3.880 4.778 -3.864 0.135 0.043 -0.030 0.28
H -2.604 5.762 -3.118 0.056 0.154 -0.151 0.32
H -2.970 5.927 -4.865 0.108 0.124 0.148 0.34
H -0.074 5.081 -3.711 -0.001 0.151 -0.127 0.30
H -0.438 5.248 -5.458 0.007 0.162 0.164 0.38
H 0.135 3.700 -4.805 -0.077 0.126 0.084 0.19
C -5.889 2.939 -0.459 -0.352 0.143 -0.134 -1.09
C -6.369 1.951 0.571 -0.737 -0.090 0.159 0.89
C -5.325 1.159 1.312 -0.288 -0.221 0.226 -1.02
O -7.556 1.799 0.796 0.576 0.051 -0.135 -0.56
H -6.749 3.436 -0.912 0.098 -0.085 0.080 0.32
H -5.258 3.693 0.015 0.160 -0.113 -0.106 0.33
H -5.333 2.418 -1.242 0.175 0.104 0.094 0.28
H -4.669 1.835 1.865 0.154 -0.081 -0.162 0.45
H -4.744 0.560 0.607 0.191 0.148 0.059 0.17
H -5.815 0.489 2.022 0.069 0.091 -0.087 0.23
C 3.540 -4.856 4.181 -0.180 0.099 -0.388 -0.89
C 3.953 -3.425 4.401 -0.169 0.390 -0.413 0.79
C 4.731 -3.111 5.651 0.030 0.423 -0.080 -1.18
O 3.668 -2.554 3.598 0.156 -0.377 0.363 -0.48
H 2.987 -4.933 3.243 0.048 0.028 0.125 0.10
H 4.425 -5.492 4.120 -0.068 -0.059 0.204 0.35
H 2.893 -5.185 4.997 0.176 -0.106 0.041 0.33
H 5.669 -3.671 5.655 -0.114 -0.114 0.151 0.33
H 4.137 -3.364 6.532 0.147 -0.165 0.001 0.34
H 4.960 -2.044 5.677 -0.040 -0.143 -0.020 0.29
```
Positions in Å, forces in eV/Å.


The following is a quantum chemistry calculation of C20H31MgN7OSSe3Te as an isolated structure, from OMol25.

Calculated values
Multiplicity = 1
HOMO = -5.0 eV
Energy above the lowest of the compared OMol25 structures with the same formula, charge and spin = 33.0 kcal per mole

XYZ file:
```
65
Properties=species:S:1:pos:R:3:forces:R:3:nbo_charge:R:1
Mg 0.248 1.000 -0.545 -0.785 -0.441 -0.043 1.71
N 3.916 0.226 -2.257 0.153 -0.033 -0.021 -0.50
C 3.283 -0.289 -3.381 0.024 0.032 0.043 0.08
C 3.775 -0.886 -4.538 0.017 0.033 0.040 -0.24
C 2.833 -1.276 -5.468 -0.049 -0.010 0.000 -0.19
C 1.456 -1.081 -5.251 0.032 -0.011 -0.025 -0.21
C 0.976 -0.487 -4.103 -0.058 0.029 -0.003 -0.21
C 1.921 -0.084 -3.160 -0.135 0.028 0.079 0.17
N 1.748 0.552 -1.929 0.515 -0.058 -0.070 -0.61
C 2.957 0.712 -1.440 -0.075 0.094 0.005 0.37
C 3.182 1.389 -0.159 -0.460 0.076 -0.367 0.07
C 4.305 1.484 0.585 0.406 -0.003 0.178 -0.43
S 3.986 2.419 1.976 0.085 0.149 0.183 0.50
C 2.367 2.621 1.485 0.033 0.045 0.090 -0.11
N 2.077 2.038 0.365 0.313 -0.489 -0.459 -0.51
H 4.906 0.291 -2.104 0.021 -0.011 -0.018 0.42
H 4.835 -1.028 -4.704 -0.027 -0.019 0.003 0.22
H 3.163 -1.745 -6.388 -0.025 0.028 0.053 0.22
H 0.751 -1.404 -6.009 0.047 0.016 0.059 0.23
H -0.091 -0.338 -3.935 0.114 -0.015 -0.023 0.27
H 5.285 1.062 0.410 -0.144 0.031 -0.001 0.26
H 1.659 3.195 2.073 0.033 -0.146 -0.104 0.25
Se -3.346 0.784 0.559 0.079 -0.037 0.253 -0.28
Se -4.826 -0.741 -0.131 -0.234 -0.098 -0.127 -0.47
Te -2.785 -0.246 -3.214 -0.080 -0.161 -0.160 -0.41
Se -2.035 1.438 -1.561 -0.188 0.553 -0.247 -0.57
C -1.149 -3.927 -2.162 0.055 -0.046 -0.101 -0.62
C -0.763 -3.325 -0.817 -0.036 -0.079 0.127 0.09
C -1.991 -3.270 0.096 -0.074 -0.008 -0.127 -0.66
C 0.340 -4.164 -0.172 0.019 -0.015 -0.011 -0.61
N -0.205 -1.986 -1.119 0.182 -0.090 -0.143 -0.53
N -0.258 -1.068 -0.024 0.246 0.252 0.148 -0.80
H -1.426 -4.976 -2.037 0.013 0.055 -0.016 0.21
H -0.308 -3.868 -2.861 -0.057 -0.011 0.044 0.21
H -1.994 -3.385 -2.590 0.029 -0.011 0.004 0.24
H -2.490 -4.243 0.099 0.054 0.063 0.029 0.22
H -2.722 -2.528 -0.250 0.053 -0.100 0.050 0.27
H -1.723 -3.040 1.133 -0.026 0.003 -0.025 0.19
H -0.013 -5.184 0.006 0.026 0.083 0.033 0.21
H 0.645 -3.748 0.795 0.009 -0.026 -0.047 0.18
H 1.213 -4.202 -0.828 -0.028 -0.010 0.050 0.21
H -0.753 -1.565 -1.873 -0.150 0.046 0.107 0.40
H 0.280 -1.470 0.737 0.042 -0.081 -0.036 0.36
H -1.216 -0.948 0.332 -0.084 0.039 -0.037 0.40
C -0.234 -0.065 3.213 -0.156 0.115 0.028 -0.40
N -0.869 1.240 3.321 0.130 0.038 0.050 -0.44
C -1.612 1.509 4.554 0.014 0.009 -0.165 -0.20
C -2.764 2.445 4.268 -0.066 -0.034 -0.044 -0.43
C -2.229 3.657 3.539 0.032 -0.090 -0.080 -0.20
N -1.554 3.231 2.315 0.139 0.183 0.039 -0.43
C -1.689 4.103 1.154 0.002 -0.020 0.130 -0.41
C -0.957 2.025 2.216 -0.405 -0.198 -0.003 0.85
O -0.480 1.632 1.132 0.438 0.447 0.715 -0.87
H -0.953 -0.829 2.901 -0.013 0.006 0.012 0.22
H 0.177 -0.333 4.188 -0.022 0.002 -0.035 0.20
H 0.574 -0.027 2.490 0.062 0.022 0.002 0.21
H -0.942 1.941 5.304 0.035 -0.027 0.044 0.19
H -1.981 0.559 4.938 0.007 -0.051 -0.006 0.22
H -3.257 2.736 5.195 0.022 0.008 0.008 0.23
H -3.491 1.940 3.628 -0.028 0.008 0.020 0.24
H -1.540 4.221 4.177 0.003 0.048 0.000 0.18
H -3.041 4.323 3.254 -0.017 0.024 -0.045 0.22
H -2.730 4.148 0.834 -0.035 -0.036 -0.018 0.23
H -1.098 3.728 0.328 0.011 -0.062 -0.037 0.23
H -1.342 5.108 1.411 -0.036 -0.038 0.020 0.19
```
Positions in Å, forces in eV/Å.


The following is a quantum chemistry calculation of C48H56FFeN5O5S3Sb as an isolated structure, from OMol25.

Calculated values
Multiplicity = 6
HOMO (spin up / spin down) = -11.4 / -11.4 eV
Energy above the lowest of the compared OMol25 structures with the same formula, charge and spin = 10.5 kcal per mole
Charge = +2
⟨S²⟩ = 8.768

XYZ file:
```
120
Properties=species:S:1:pos:R:3:forces:R:3:mulliken_spin:R:1
Fe 0.244 0.709 -0.449 -0.236 -0.249 -0.029 4.10
F -3.756 -1.464 4.507 -0.017 0.011 0.015 0.00
C -3.829 -0.278 3.874 -0.018 -0.008 0.001 0.00
C -3.036 -0.064 2.787 0.004 0.007 0.009 0.01
C -3.118 1.136 2.075 0.000 -0.005 -0.014 0.02
C -2.233 1.322 0.932 0.037 -0.021 0.001 -0.05
O -1.452 0.378 0.616 -0.042 0.080 0.059 0.10
C -2.332 2.568 0.273 0.002 0.003 0.029 0.01
C -3.259 3.472 0.715 -0.001 -0.005 -0.005 0.00
N -4.090 3.314 1.758 -0.029 -0.013 -0.018 0.00
C -5.025 4.420 1.971 0.028 0.006 0.016 0.00
C -6.433 4.295 2.452 -0.001 -0.007 -0.004 0.00
C -5.395 5.004 3.296 -0.005 0.008 -0.003 0.00
C -4.022 2.129 2.488 -0.008 0.015 -0.001 0.00
C -4.788 1.894 3.639 -0.002 -0.017 0.022 0.00
C -4.719 0.703 4.339 0.030 -0.001 -0.007 0.00
N -5.533 0.547 5.488 -0.023 0.004 0.006 0.00
C -6.977 0.671 5.338 0.006 -0.021 -0.002 0.00
C -7.514 1.461 6.538 -0.001 0.004 0.001 0.00
N -6.567 1.246 7.693 0.005 -0.002 -0.007 0.00
C -6.096 -0.179 7.735 -0.008 0.004 0.003 0.00
C -5.190 -0.428 6.520 0.019 0.011 -0.020 0.00
C -1.539 2.997 -0.945 -0.001 -0.026 -0.061 0.00
O -1.843 4.025 -1.507 0.012 0.019 0.024 0.02
O -0.593 2.194 -1.329 -0.011 0.096 0.011 0.15
H -2.346 -0.828 2.456 0.000 0.003 0.004 0.00
H -3.334 4.399 0.162 -0.004 -0.001 0.001 0.00
H -4.880 5.140 1.181 0.005 0.006 0.007 0.00
H -6.800 3.329 2.763 -0.002 -0.004 0.003 0.00
H -7.169 4.894 1.936 0.000 0.001 0.000 0.00
H -5.031 4.531 4.196 -0.002 0.009 -0.005 0.00
H -5.431 6.082 3.355 0.002 0.000 0.002 0.00
H -5.436 2.655 4.036 -0.011 -0.015 -0.004 0.00
H -7.453 -0.316 5.281 -0.002 0.001 0.000 0.00
H -7.223 1.196 4.420 0.003 0.006 -0.007 0.00
H -8.500 1.125 6.852 0.000 0.000 0.002 0.00
H -7.543 2.533 6.349 -0.003 0.001 0.001 0.00
H -7.009 1.514 8.573 -0.004 -0.003 -0.001 0.00
H -5.754 1.848 7.555 -0.001 -0.003 0.003 0.00
H -6.993 -0.795 7.719 0.001 -0.003 0.007 0.00
H -5.575 -0.349 8.674 0.003 0.008 0.001 0.00
H -5.329 -1.465 6.207 -0.004 -0.001 -0.007 0.00
H -4.144 -0.298 6.792 0.008 -0.005 -0.003 0.00
S 1.914 0.895 -2.176 0.178 0.018 -0.057 0.09
C 3.016 -0.324 -1.801 0.188 -0.060 -0.119 0.00
N 4.287 -0.257 -2.129 -0.074 0.068 0.140 0.02
C 5.197 -1.371 -1.858 -0.049 -0.047 -0.017 0.00
C 4.475 -2.656 -2.141 -0.004 0.038 0.003 0.00
N 3.238 -2.698 -1.357 0.018 -0.030 0.021 -0.01
C 2.872 -4.035 -0.854 0.011 0.026 -0.016 0.01
C 3.799 -4.467 0.256 -0.032 0.014 -0.028 -0.01
C 3.808 -3.768 1.460 0.016 -0.004 0.026 0.01
C 4.669 -4.144 2.477 0.009 0.011 0.031 0.00
C 5.531 -5.221 2.299 -0.017 0.004 0.003 0.00
C 5.521 -5.923 1.105 0.000 -0.005 -0.011 0.00
C 4.655 -5.545 0.085 0.019 0.009 -0.021 0.00
C 2.527 -1.606 -1.138 -0.109 -0.023 0.048 0.03
S 1.110 -1.611 -0.237 0.183 -0.040 -0.042 0.12
C 4.913 0.889 -2.821 -0.025 0.039 0.028 0.00
C 5.212 0.524 -4.252 0.028 0.016 -0.010 0.00
C 6.527 0.508 -4.700 -0.013 -0.012 -0.002 0.00
C 6.812 0.163 -6.015 0.010 -0.007 0.005 0.00
C 5.784 -0.173 -6.882 -0.005 -0.001 0.000 0.00
C 4.467 -0.159 -6.437 0.013 -0.009 -0.008 0.00
C 4.181 0.189 -5.128 -0.027 0.004 -0.009 0.01
H 5.537 -1.314 -0.821 -0.017 -0.031 -0.004 0.00
H 6.055 -1.268 -2.520 0.007 0.019 0.007 0.00
H 5.085 -3.507 -1.845 0.008 0.001 0.017 0.00
H 4.235 -2.742 -3.204 0.010 -0.018 -0.008 0.00
H 2.949 -4.720 -1.701 0.001 -0.002 -0.014 0.00
H 1.835 -4.009 -0.531 -0.011 0.028 0.008 -0.01
H 3.125 -2.939 1.601 -0.025 0.044 0.015 0.00
H 4.661 -3.609 3.419 0.007 0.001 -0.025 0.00
H 6.201 -5.516 3.095 0.001 0.001 0.000 0.00
H 6.185 -6.765 0.964 -0.001 -0.003 -0.001 0.00
H 4.647 -6.100 -0.847 -0.002 -0.004 0.000 0.00
H 5.835 1.117 -2.281 -0.027 -0.025 -0.004 0.00
H 4.242 1.740 -2.743 -0.038 0.000 -0.002 0.00
H 7.328 0.773 -4.019 0.007 0.007 -0.003 0.00
H 7.837 0.157 -6.360 0.000 0.003 -0.002 0.00
H 6.005 -0.441 -7.906 0.001 0.003 -0.002 0.00
H 3.663 -0.411 -7.117 0.000 0.000 0.001 0.00
H 3.150 0.218 -4.788 0.012 0.004 -0.008 -0.01
C -3.635 -2.421 -4.224 0.003 -0.001 0.019 0.00
C -2.423 -2.482 -3.300 0.000 -0.022 0.051 0.02
Sb -1.552 -0.583 -2.758 0.107 0.097 -0.074 0.03
C -0.429 -0.185 -4.559 0.001 -0.008 0.007 0.01
C -0.956 -0.711 -5.888 -0.018 -0.007 0.006 0.00
C -3.274 0.697 -2.976 -0.015 -0.009 0.048 0.01
C -3.460 1.368 -4.332 0.001 -0.009 -0.008 0.00
H -4.010 -3.425 -4.433 0.005 0.001 -0.004 0.00
H -3.401 -1.953 -5.178 0.017 0.013 -0.021 0.00
H -4.454 -1.858 -3.775 0.001 -0.009 -0.004 0.00
H -1.611 -3.062 -3.745 -0.013 -0.001 -0.020 0.00
H -2.682 -2.985 -2.366 0.021 0.002 0.010 0.00
H 0.555 -0.614 -4.353 0.007 0.002 0.014 0.00
H -0.282 0.897 -4.586 -0.011 0.008 0.010 0.00
H -1.088 -1.794 -5.870 -0.011 -0.008 0.002 0.00
H -0.251 -0.485 -6.692 -0.007 -0.004 0.010 0.00
H -1.909 -0.262 -6.161 -0.010 0.003 0.001 0.00
H -3.182 1.451 -2.195 0.000 0.004 -0.008 0.00
H -4.142 0.086 -2.720 0.010 0.002 0.005 0.00
H -2.575 1.936 -4.624 0.001 -0.002 -0.002 0.00
H -4.297 2.068 -4.301 0.000 0.005 -0.003 0.00
H -3.670 0.640 -5.115 0.001 -0.003 -0.001 0.00
O 7.958 0.447 1.361 -0.026 -0.046 -0.024 0.00
C 7.142 0.943 0.414 0.145 0.257 -0.002 0.00
O 7.580 1.255 -0.661 -0.068 -0.154 -0.051 0.00
C 5.698 1.083 0.759 -0.049 -0.191 0.051 0.02
C 5.028 0.126 1.517 -0.012 0.035 -0.023 0.00
C 3.661 0.241 1.723 0.008 -0.010 0.010 0.03
C 2.952 1.321 1.198 0.021 -0.144 0.103 0.00
S 1.220 1.440 1.512 -0.058 0.153 -0.016 0.29
C 3.637 2.289 0.464 -0.077 0.099 -0.008 0.01
C 4.992 2.160 0.233 0.058 0.108 -0.024 -0.01
H 7.511 0.416 2.216 -0.019 -0.028 -0.007 0.00
H 5.556 -0.731 1.920 0.018 -0.008 0.012 0.00
H 3.130 -0.499 2.307 0.003 -0.032 -0.011 -0.01
H 3.096 3.143 0.076 -0.009 -0.013 -0.017 0.00
H 5.524 2.903 -0.347 0.001 -0.009 -0.008 0.00
```
Positions in Å, forces in eV/Å.